A molecular structure, C4H15NO2S. Source: the Open Molecules 2025 dataset; level of theory: the ωB97M-V functional and the def2-TZVPD basis.

Cartesian coordinates (Å):
S  1.560  1.334  -0.342
O  -1.409  1.253  -2.115
O  -4.277  0.332  0.826
N  -1.182  -1.943  -0.383
C  -0.460  -2.057  0.931
C  0.761  -1.128  1.094
C  1.529  -0.887  -0.160
C  2.867  1.389  0.877
H  0.378  -0.188  1.475
H  2.123  -0.060  -0.723
H  1.417  -1.524  1.877
H  -0.098  -3.077  0.887
H  -0.605  1.150  -1.589
H  -3.652  0.957  0.443
H  -4.414  -0.326  0.131
H  -1.874  -1.199  -0.259
H  3.790  0.995  0.459
H  -1.171  0.876  -2.967
H  1.855  -1.671  -0.819
H  -1.154  -1.992  1.762
H  -0.525  -1.361  -0.902
H  3.022  2.462  1.041
H  2.597  0.943  1.821

## Properties
LUMO energy in eV: -0.81
Frontier orbital gap in eV: 7.07
E_HOMO in eV: -7.88

---

3 unconnected molecules or ions with the total composition C4H15NO2S. Source: the Open Molecules 2025 dataset; level of theory: the ωB97M-V functional and the def2-TZVPD basis.

Cartesian coordinates (Å):
S  2.256  -0.703  -1.294
O  2.291  2.689  0.164
O  -1.388  2.256  -1.967
N  -1.888  0.410  0.147
C  -0.526  -1.411  1.259
C  0.623  -1.292  -0.987
C  0.633  -1.939  0.495
C  -0.781  0.104  1.140
H  -1.070  0.506  2.175
H  2.681  -0.859  -0.113
H  1.376  2.965  -0.094
H  -2.829  0.391  0.651
H  -1.408  -1.950  0.905
H  0.003  0.785  0.677
H  -0.498  -1.400  2.416
H  -1.966  -0.082  -0.674
H  -0.034  -1.896  -1.618
H  0.757  -2.962  0.526
H  2.611  2.137  -0.547
H  0.017  -0.356  -1.071
H  -1.905  2.121  -1.212
H  1.580  -1.575  0.921
H  -0.533  2.060  -1.900

## Properties
LUMO energy in eV: 0.70
Frontier orbital gap in eV: 9.98
E_HOMO in eV: -9.28
SMILES string: NCCCCS.O.O

---

3 unconnected molecules or ions with the total composition C4H15NO2S. Source: the Open Molecules 2025 dataset; level of theory: the ωB97M-V functional and the def2-TZVPD basis.

Cartesian coordinates (Å):
S  -2.842  3.122  -1.525
O  -0.455  -6.524  -2.091
O  2.620  -5.916  -2.137
N  1.166  1.688  1.679
C  0.041  1.220  0.845
C  -0.560  2.170  -0.192
C  -2.093  2.117  -0.212
C  0.757  2.581  2.776
H  0.138  -6.100  -2.725
H  -2.319  2.395  -2.502
H  -0.199  1.963  -1.204
H  -2.503  2.427  0.757
H  -0.238  3.032  2.602
H  0.435  0.337  0.345
H  -0.777  0.837  1.473
H  1.417  3.421  2.871
H  0.039  -6.544  -1.258
H  -0.309  3.229  -0.052
H  1.780  2.203  1.067
H  0.678  1.993  3.697
H  2.731  -5.077  -2.621
H  2.991  -5.685  -1.276
H  -2.497  1.111  -0.319

## Properties
LUMO energy in eV: 0.50
Frontier orbital gap in eV: 9.35
E_HOMO in eV: -8.85
SMILES string: CNCCCS.O.O

---

5 unconnected molecules or ions with the total composition C4H15NO3. Source: the Open Molecules 2025 dataset; level of theory: the ωB97M-V functional and the def2-TZVPD basis.

Cartesian coordinates (Å):
O  1.424  -2.180  -1.160
O  2.117  0.505  -0.403
O  1.943  0.298  2.080
N  -0.493  1.363  -0.516
C  -1.650  -0.693  -0.090
C  -0.851  1.366  0.867
C  -1.420  0.435  -1.130
C  -1.203  -0.075  1.254
H  2.176  0.457  1.050
H  -2.385  0.905  -1.374
H  -1.101  -0.726  -2.991
H  -1.725  2.020  1.029
H  -0.359  -0.634  1.632
H  3.046  0.567  -0.642
H  -0.094  1.853  1.461
H  2.784  0.135  2.509
H  -2.033  -0.131  1.956
H  -2.693  -1.029  -0.105
H  0.467  1.111  -0.747
H  1.772  -1.453  -0.601
H  2.192  -2.496  -1.641
H  -0.909  -0.048  -2.112
H  -1.006  -1.547  -0.327

## Properties
Charge: -1
LUMO energy (alpha / beta) in eV: 3.99 / 3.23
Frontier orbital gap (alpha / beta) in eV: 8.37 / 7.69
Multiplicity: 2
E_HOMO (alpha / beta) in eV: -4.39 / -4.45

---

3 unconnected molecules or ions with the total composition C4H15NO3. Source: the Open Molecules 2025 dataset; level of theory: the ωB97M-V functional and the def2-TZVPD basis.

Cartesian coordinates (Å):
O  -1.596  3.881  -0.982
O  -1.395  -2.187  -0.231
O  -2.514  -1.483  6.208
N  0.316  -0.444  -0.757
C  3.240  0.970  -0.765
C  -1.027  -0.993  -0.918
C  2.175  0.654  -1.890
C  1.538  -0.717  -1.552
H  2.662  0.461  -2.819
H  -1.807  -0.384  -0.635
H  -1.898  -1.363  5.461
H  -1.179  -0.997  -1.938
H  1.201  -1.236  -2.560
H  -1.636  2.935  -0.689
H  -1.221  3.760  -1.801
H  4.023  1.743  -1.061
H  -3.290  -1.007  5.877
H  2.225  -1.522  -1.050
H  3.593  0.112  -0.200
H  1.429  1.443  -2.083
H  0.689  -0.376  0.243
H  2.533  1.421  -0.108
H  -1.041  -3.053  -0.541

## Properties
LUMO energy in eV: 0.54
Frontier orbital gap in eV: 9.69
E_HOMO in eV: -9.15
SMILES string: CCCNCO.O.O

---

3 unconnected molecules or ions with the total composition C4H15NO3. Source: the Open Molecules 2025 dataset; level of theory: the ωB97M-V functional and the def2-TZVPD basis.

Cartesian coordinates (Å):
O  -1.296  -0.692  3.736
O  -2.658  -0.091  -1.454
O  0.229  -2.817  -1.948
N  -0.548  0.366  -0.986
C  1.926  0.326  -0.224
C  2.288  1.485  0.711
C  0.422  -0.154  -0.077
C  -1.886  0.522  -0.527
H  -1.188  -0.817  2.794
H  -0.048  1.209  -1.464
H  -2.221  -0.413  3.689
H  -0.050  0.019  0.974
H  3.095  1.951  0.295
H  1.380  2.207  0.857
H  -2.233  1.590  -0.427
H  -2.134  -0.126  0.408
H  -0.397  -2.236  -1.616
H  2.023  0.768  -1.199
H  -2.459  0.016  -2.319
H  0.189  -2.653  -2.885
H  2.753  -0.403  0.038
H  0.474  -1.265  -0.150
H  2.338  1.208  1.773

## Properties
LUMO energy in eV: 0.72
Frontier orbital gap in eV: 9.87
E_HOMO in eV: -9.15
SMILES string: CCCNCO.O.O

---

3 unconnected molecules or ions with the total composition C4H15NO3. Source: the Open Molecules 2025 dataset; level of theory: the ωB97M-V functional and the def2-TZVPD basis.

Cartesian coordinates (Å):
O  -2.081  -0.507  1.546
O  -1.963  -0.004  -2.113
O  3.288  -0.974  -0.053
N  0.271  0.953  0.996
C  0.117  -0.808  -0.599
C  1.090  0.043  0.111
C  2.126  -0.843  0.781
C  -0.662  1.736  0.245
H  3.014  -0.758  -1.037
H  -2.537  -0.581  2.395
H  -2.152  -0.896  -1.848
H  -1.111  -0.183  1.687
H  1.621  0.734  -0.668
H  0.860  1.632  1.481
H  1.650  -1.831  0.944
H  -0.128  -0.581  -1.729
H  0.572  -1.781  -0.768
H  -0.995  -0.927  -0.069
H  2.504  -0.415  1.620
H  -0.653  1.339  -0.826
H  -0.798  2.831  -0.013
H  -1.567  1.639  0.866
H  -2.466  0.182  -2.951

## Properties
LUMO energy in eV: 0.67
Frontier orbital gap in eV: 9.82
E_HOMO in eV: -9.14
SMILES string: CN[C@H](C)CO.O.O

---

3 unconnected molecules or ions with the total composition C4H15NO3. Source: the Open Molecules 2025 dataset; level of theory: the ωB97M-V functional and the def2-TZVPD basis.

Cartesian coordinates (Å):
O  1.165  -0.901  2.191
O  1.036  -3.734  2.579
O  0.900  -1.369  -1.107
N  0.688  0.852  -0.301
C  1.150  0.011  -1.411
C  -1.699  0.164  -0.904
C  -0.717  1.321  -0.391
C  -0.730  2.642  -1.205
H  -1.076  2.504  -2.223
H  0.223  -3.407  2.186
H  2.222  0.273  -1.495
H  0.325  2.936  -1.197
H  1.007  -1.440  -0.153
H  0.208  -1.059  2.233
H  -1.277  3.401  -0.662
H  -1.189  1.612  0.559
H  0.832  -4.130  3.435
H  0.905  0.305  0.525
H  -2.582  0.755  -1.070
H  0.665  0.276  -2.376
H  -1.300  -0.239  -1.818
H  -1.908  -0.636  -0.184
H  1.149  -0.136  2.788

## Properties
LUMO energy in eV: 0.22
Frontier orbital gap in eV: 8.90
E_HOMO in eV: -8.68
SMILES string: CC(C)NCO.O.O

---

E_tot for the records above, in order: -764.61543 -764.72604 -764.78639 -441.78553 -441.79028 -441.78471 -441.75384 -441.82256 Ha